Record 1
DFT (ωB97M-V with the def2-TZVPD basis set) results for a molecular structure, C2HCuFLiO2.

Energy above the lowest of the compared OMol25 structures with the same formula, charge and spin: 0.0 kcal per mole
E_LUMO (spin up / spin down): -1.068 / -1.068 eV
HOMO-LUMO gap (spin up / spin down): 0.192 / 0.192 Ha

ORCA input file:
```
! RIJCOSX wB97M-V def2-TZVPD def2/J DEFGRID3
* xyz 0 1
F 2.19 0.23 0.01
O -1.41 0.56 0.09
C -0.09 0.88 -0.08
C 0.85 -0.10 -0.04
O 0.59 -1.36 -0.09
Li -1.01 -0.80 1.70
Cu -1.27 -1.32 -1.18
H 0.15 1.90 -0.41
*
```

Results of the Löwdin charge analysis, in e, for atoms 1 through 5:
1. F 0.0262
2. O -0.3711
3. C -0.3355
4. C -0.6074
5. O -0.1864



Record 2
DFT (ωB97M-V with the def2-TZVPD basis set) results for 2 unconnected molecules or ions with the total composition C2HF2I2N.

Energy above the lowest of the compared OMol25 structures with the same formula, charge and spin: 0.0 kcal per mole
E_LUMO (spin up / spin down): 0.216 / -1.840 eV
HOMO-LUMO gap (spin up / spin down): 0.264 / 0.297 Ha

ORCA input file:
```
! RIJCOSX wB97M-V def2-TZVPD def2/J DEFGRID3
* xyz 0 3
C -0.87 0.89 -0.07
C 0.61 -1.08 0.38
N -0.55 1.66 -0.94
F 0.55 -1.55 -0.88
F 0.12 -1.99 1.23
I -2.59 0.63 0.92
I 2.53 -0.31 0.94
H 0.18 1.74 -1.58
*
```

Results of the Löwdin charge analysis, in e, for atoms 1 through 5:
1. C -0.8720
2. C -0.8501
3. N 0.0641
4. F -0.0151
5. F -0.0115



Record 3
DFT (ωB97M-V with the def2-TZVPD basis set) results for 2 unconnected molecules or ions with the total composition C2HF3N4O.

Energy above the lowest of the compared OMol25 structures with the same formula, charge and spin: 0.0 kcal per mole
E_LUMO: -12.110 eV
HOMO-LUMO gap: 0.425 Ha

ORCA input file:
```
! RIJCOSX wB97M-V def2-TZVPD def2/J DEFGRID3
* xyz 2 1
C 0.30 0.15 1.48
C -0.83 -0.50 0.78
N -0.43 -1.24 -3.21
N 0.18 -0.46 -2.75
N 1.02 0.50 2.28
N 0.57 0.73 -1.54
O 0.97 1.67 -1.93
F -0.39 -1.51 0.12
F -1.72 -0.73 1.77
F -1.29 0.45 -0.05
H 1.62 0.93 3.05
*
```

Results of the Löwdin charge analysis, in e, for atoms 1 through 5:
1. C 0.1859
2. C -0.6107
3. N 0.3345
4. N 0.1016
5. N 0.4749



Record 4
DFT (ωB97M-V with the def2-TZVPD basis set) results for C2HF3O2 in the gas phase.

Energy above the lowest of the compared OMol25 structures with the same formula, charge and spin: 52.0 kcal per mole
SMILES: O=C(F)C(O)(F)F
E_LUMO: 0.148 eV
HOMO-LUMO gap: 0.438 Ha

ORCA input file:
```
! RIJCOSX wB97M-V def2-TZVPD def2/J DEFGRID3
* xyz 0 1
O -0.29 2.52 -2.78
C -0.44 1.54 -2.15
F -1.29 0.55 -2.54
C 0.42 0.97 -0.94
O -0.49 -0.25 -0.10
F 1.46 0.26 -1.45
F 0.78 1.94 -0.20
H -0.11 -1.10 -0.37
*
```

Results of the Löwdin charge analysis, in e, for atoms 1 through 5:
1. O 0.2227
2. C -0.3249
3. F 0.1052
4. C -0.3797
5. O -0.0426



Record 5
DFT (ωB97M-V with the def2-TZVPD basis set) results for a molecular structure, C2HF5NO5S2Sc.

Energy above the lowest of the compared OMol25 structures with the same formula, charge and spin: 0.0 kcal per mole
E_LUMO: -7.015 eV
HOMO-LUMO gap: 0.229 Ha

ORCA input file:
```
! RIJCOSX wB97M-V def2-TZVPD def2/J DEFGRID3
* xyz 1 2
N -0.14 -0.13 -0.28
S -1.13 -0.50 -1.51
O -0.78 -1.68 -2.30
O -2.47 -0.57 -0.80
C -1.42 1.18 -2.37
F -0.22 1.78 -2.52
F -1.83 0.87 -3.63
S -0.67 0.69 1.21
O -1.81 1.61 0.89
O 0.38 1.32 2.02
Sc -2.98 1.51 -0.75
C 1.14 -0.88 0.42
F 1.41 -1.79 -0.51
F 2.20 -0.07 0.45
F 1.06 -1.54 1.57
O 4.05 -0.90 4.32
H 3.23 -0.89 3.77
*
```

Results of the Löwdin charge analysis, in e, for atoms 1 through 5:
1. N -0.2849
2. S 0.7457
3. O -0.1924
4. O -0.3886
5. C -0.4946



Record 6
DFT (ωB97M-V with the def2-TZVPD basis set) results for C2HF6NO2S2 in the gas phase.

Energy above the lowest of the compared OMol25 structures with the same formula, charge and spin: 19.8 kcal per mole
E_LUMO: -0.625 eV
HOMO-LUMO gap: 0.363 Ha

ORCA input file:
```
! RIJCOSX wB97M-V def2-TZVPD def2/J DEFGRID3
* xyz 0 1
C -3.07 -0.94 1.95
C 1.35 0.51 1.35
N -1.09 -0.95 0.11
O -0.80 -2.36 2.53
O 1.26 -1.92 0.33
F -3.69 -0.53 0.90
F -2.40 0.07 2.52
F -4.01 -1.34 2.78
F 1.71 0.23 2.56
F 0.80 1.73 1.28
F 2.45 0.65 0.52
S -1.71 -2.28 1.47
S 0.44 -0.78 0.25
H 0.87 0.06 -0.87
*
```

Results of the Löwdin charge analysis, in e, for atoms 1 through 5:
1. C -0.7930
2. C -0.6608
3. N -0.3978
4. O -0.4561
5. O -0.3397



Record 7
DFT (ωB97M-V with the def2-TZVPD basis set) results for 2 unconnected molecules or ions with the total composition C2HFN2O2.

Energy above the lowest of the compared OMol25 structures with the same formula, charge and spin: 175.9 kcal per mole
SMILES: [O-][N+]#CF.C#[N+][O-]
E_LUMO: -1.405 eV
HOMO-LUMO gap: 0.326 Ha

ORCA input file:
```
! RIJCOSX wB97M-V def2-TZVPD def2/J DEFGRID3
* xyz 0 1
O -1.91 1.82 -0.24
N -0.70 1.90 -0.15
C 0.33 2.33 0.21
F 1.59 2.21 -0.17
C 0.56 -1.64 0.32
N 0.00 -2.53 -0.14
O -0.69 -3.42 -0.58
H 0.82 -0.67 0.77
*
```

Results of the Löwdin charge analysis, in e, for atoms 1 through 5:
1. O 0.0506
2. N -0.0780
3. C -0.0718
4. F 0.0939
5. C 0.1335



Record 8
DFT (ωB97M-V with the def2-TZVPD basis set) results for C2HFN2O2 in the gas phase.

Energy above the lowest of the compared OMol25 structures with the same formula, charge and spin: 27.3 kcal per mole
SMILES: Oc1nnc(F)o1
E_LUMO: 0.418 eV
HOMO-LUMO gap: 0.384 Ha

ORCA input file:
```
! RIJCOSX wB97M-V def2-TZVPD def2/J DEFGRID3
* xyz 0 1
O -1.47 -1.30 -0.07
C -0.40 -0.55 0.11
N 0.66 -0.65 0.83
N 1.37 0.50 0.52
C 0.71 1.11 -0.40
F 1.07 2.22 -0.98
O -0.45 0.57 -0.69
H -1.50 -1.90 0.67
*
```

Results of the Löwdin charge analysis, in e, for atoms 1 through 5:
1. O 0.1618
2. C -0.4499
3. N 0.1124
4. N 0.1107
5. C -0.4742



Record 9
DFT (ωB97M-V with the def2-TZVPD basis set) results for 2 unconnected molecules or ions with the total composition C2HI2N3.

Energy above the lowest of the compared OMol25 structures with the same formula, charge and spin: 92.2 kcal per mole
E_LUMO (spin up / spin down): -1.463 / -2.069 eV
HOMO-LUMO gap (spin up / spin down): 0.268 / 0.279 Ha

ORCA input file:
```
! RIJCOSX wB97M-V def2-TZVPD def2/J DEFGRID3
* xyz 0 1
C 0.19 -0.09 -1.72
C -1.96 -0.10 -0.73
N 1.23 -0.11 -2.20
N -0.83 0.20 -1.08
N 1.10 0.01 0.99
I -2.72 0.45 1.16
I 0.97 -0.18 2.97
H 2.02 -0.19 0.60
*
```

Results of the Löwdin charge analysis, in e, for atoms 1 through 5:
1. C -0.4165
2. C -0.4965
3. N 0.1742
4. N -0.0478
5. N -0.5329



Record 10
DFT (ωB97M-V with the def2-TZVPD basis set) results for 2 unconnected molecules or ions with the total composition C2HI2N3.

Energy above the lowest of the compared OMol25 structures with the same formula, charge and spin: 52.1 kcal per mole
E_LUMO: -0.473 eV
HOMO-LUMO gap: 0.306 Ha

ORCA input file:
```
! RIJCOSX wB97M-V def2-TZVPD def2/J DEFGRID3
* xyz 0 1
C -1.24 0.29 -0.36
C 1.31 -0.90 -0.12
N -1.51 1.46 -0.13
N -1.62 -0.80 -0.72
N 2.18 -0.44 0.48
I -0.52 3.18 -0.32
I -1.40 -2.68 -0.11
H 2.80 -0.12 1.27
*
```

Results of the Löwdin charge analysis, in e, for atoms 1 through 5:
1. C -0.6272
2. C -0.1395
3. N -0.4745
4. N -0.4774
5. N 0.0679



Record 11
DFT (ωB97M-V with the def2-TZVPD basis set) results for a molecular structure, C2HI2O3.

Energy above the lowest of the compared OMol25 structures with the same formula, charge and spin: 42.6 kcal per mole
E_LUMO (spin up / spin down): 3.037 / 3.037 eV
HOMO-LUMO gap (spin up / spin down): 0.230 / 0.230 Ha

ORCA input file:
```
! RIJCOSX wB97M-V def2-TZVPD def2/J DEFGRID3
* xyz -1 1
C 0.15 0.43 -0.86
C 0.61 -0.34 1.59
O 0.56 0.17 0.35
O -0.15 -0.74 -1.52
O 0.21 1.55 -1.37
I -0.04 1.48 2.84
I -0.83 -1.92 1.42
H -0.50 -0.63 -2.46
*
```

Results of the Löwdin charge analysis, in e, for atoms 1 through 5:
1. C -0.6453
2. C -1.0783
3. O -0.3569
4. O 0.0131
5. O 0.0599



Record 12
DFT (ωB97M-V with the def2-TZVPD basis set) results for 2 unconnected molecules or ions with the total composition C2HIN2O2.

Energy above the lowest of the compared OMol25 structures with the same formula, charge and spin: 18.9 kcal per mole
E_LUMO: -1.265 eV
HOMO-LUMO gap: 0.279 Ha

ORCA input file:
```
! RIJCOSX wB97M-V def2-TZVPD def2/J DEFGRID3
* xyz 0 1
C -0.81 -0.28 0.17
C 0.14 1.02 -1.35
N 0.14 -0.63 0.86
N 1.35 -0.90 1.01
O -0.24 0.50 -2.30
O 0.62 1.72 -0.55
I -2.85 -0.57 0.19
H 1.66 -0.85 1.97
*
```

Results of the Löwdin charge analysis, in e, for atoms 1 through 5:
1. C -0.6748
2. C -0.5573
3. N -0.1781
4. N 0.1029
5. O 0.1981